C43H38N3O5Pt | ωB97M-V/def2-TZVPD

Values from the calculation:
Total energy ... -63161.97286 eV

ORCA input file:
```
! RIJCOSX wB97M-V def2-TZVPD def2/J DEFGRID3
* xyz -1 1
Pt -0.21 -0.03 0.85
O -2.04 -0.10 -0.23
O -2.02 -0.75 -3.81
O 2.85 0.93 3.67
O -0.07 -2.04 -0.10
O -1.90 -2.91 -3.15
N 2.07 -0.66 0.65
N -1.57 1.77 1.94
N 0.89 0.88 2.47
C -0.84 -2.28 -5.25
C -2.33 4.41 2.29
C -1.42 -0.71 -2.51
C -0.94 2.35 -1.61
C 3.38 -2.59 0.18
C -6.55 -0.75 -1.38
C -4.53 -4.13 1.18
C -0.82 2.60 2.66
C -2.24 -3.22 -0.16
C -2.02 -2.08 -4.29
C -2.53 3.45 -3.58
C -1.49 4.20 -3.05
C -5.64 -1.73 -1.71
C -3.33 -2.37 -5.00
C -2.78 2.17 -3.12
C 1.03 -5.92 -2.15
C -4.29 -1.43 -1.85
C -1.17 3.93 2.86
C 2.59 -0.64 1.88
C 1.49 -6.46 -0.96
C -3.06 -4.20 -0.73
C 1.11 -5.87 0.23
C 0.43 2.01 3.25
C -3.71 -3.16 1.75
C -4.20 -4.64 -0.07
C 0.31 -4.74 0.23
C -4.75 0.85 -1.31
C 0.22 -4.79 -2.15
C -0.68 3.63 -2.08
C -3.11 3.54 1.54
C 3.52 -1.56 2.32
C 2.12 0.47 2.77
C -3.82 -0.14 -1.66
C -0.13 -4.17 -0.96
C -2.02 1.61 -2.09
C -2.31 0.16 -1.56
C -2.58 -2.72 1.09
C -1.05 -2.20 -2.25
C -0.92 -2.83 -0.83
C 3.90 -2.58 1.46
C -2.70 2.23 1.40
C -6.10 0.55 -1.18
C 2.48 -1.61 -0.19
H -0.02 -2.28 -2.63
H -2.62 5.45 2.42
H -5.41 -4.48 1.70
H -0.80 -3.32 -5.59
H -3.60 -2.21 -2.11
H -6.79 1.34 -0.91
H -0.97 -1.62 -6.11
H -0.52 4.56 3.45
H -2.80 -4.61 -1.69
H 0.10 -2.03 -4.76
H 4.60 -3.34 1.78
H -4.02 3.88 1.06
H 2.13 -7.34 -0.97
H 0.16 4.19 -1.68
H -4.43 1.86 -1.14
H -3.96 -2.76 2.73
H -7.61 -0.98 -1.27
H 0.23 1.71 4.28
H -4.83 -5.40 -0.53
H 1.22 2.77 3.30
H 0.03 -4.27 1.17
H -1.30 5.21 -3.40
H -0.47 -0.17 -2.58
H 1.31 -6.37 -3.10
H -3.58 1.59 -3.56
H -0.30 1.92 -0.86
H -3.32 -3.39 -5.39
H 1.45 -6.29 1.18
H 3.91 -1.47 3.33
H 3.66 -3.36 -0.53
H -5.97 -2.76 -1.84
H -0.14 -4.41 -3.10
H 2.08 -1.58 -1.19
H -3.45 -1.66 -5.81
H -3.27 1.50 0.85
H -3.14 3.87 -4.37
H -1.94 -1.97 1.53
H -4.16 -2.26 -4.30
*
```

Löwdin atomic charge list, values in e, 2 entries: atom 1 (Pt): 1.160, atom 2 (O): -0.273



C43H39AsCl5CsN6OS | ωB97M-V/def2-TZVPD

Values from the calculation:
Energy above the lowest of the compared OMol25 structures with the same formula, charge and spin ... 0.983 eV

ORCA input file:
```
! RIJCOSX wB97M-V def2-TZVPD def2/J DEFGRID3
* xyz -2 1
Cs 0.55 -0.47 -1.18
As -2.51 -1.13 -2.97
Cl 3.22 -3.51 -3.71
Cl 3.28 -5.56 2.20
Cl 5.37 -5.60 -2.78
Cl 1.04 -3.57 1.26
Cl 5.41 -6.59 0.17
S -1.49 -0.03 1.55
O -1.62 -0.72 0.22
N 1.86 0.93 1.67
N 0.25 3.34 1.91
N -1.77 2.41 -0.23
N 2.72 1.78 2.25
N 1.15 0.25 -3.75
N -1.97 3.65 0.22
C 1.44 3.93 2.15
C 1.60 5.33 2.29
C -3.15 -4.67 -3.97
C -2.81 -5.38 -6.24
C -1.94 3.83 -1.97
C -1.76 2.50 -1.55
C -1.71 -4.54 -6.32
C 4.18 -5.00 -1.66
C 5.36 5.91 2.21
C -3.34 1.22 3.16
C 3.64 1.12 3.01
C 3.21 -4.07 -2.04
C 4.20 -5.45 -0.34
C -2.25 4.87 4.19
C -2.05 -3.82 -4.04
C -1.33 -3.76 -5.24
C -5.45 0.74 1.43
C 2.67 3.21 2.16
C -4.61 1.65 3.49
C -5.67 1.41 2.63
C 2.25 -0.28 2.06
C 3.37 -0.22 2.90
C 3.25 -4.99 0.56
C 3.90 3.86 2.15
C -2.05 3.98 1.60
C 2.24 -3.59 -1.18
C -1.65 -2.94 -2.91
C -3.38 4.95 3.37
C -3.24 4.49 2.07
C -3.06 -1.00 -4.85
C -4.18 0.29 1.10
C 2.30 -4.09 0.09
C -4.69 5.50 3.88
C -0.88 3.88 2.40
C -3.14 0.53 1.98
C 4.02 5.24 2.24
C -4.27 -1.74 -2.32
C 0.23 -0.36 -4.11
C 2.83 5.96 2.33
C -1.06 4.36 3.73
C -3.53 -5.44 -5.06
C -2.07 4.54 -0.80
C -1.44 -1.37 2.76
H -4.08 4.53 1.38
H -4.94 -0.88 -2.24
H -4.39 -6.10 -4.97
H -0.57 -2.82 -2.88
H -0.48 -3.09 -5.30
H -1.62 1.61 -2.15
H -5.45 4.73 4.01
H -1.98 -3.34 -1.95
H 1.71 -1.15 1.73
H -4.56 6.00 4.84
H -4.72 -2.48 -2.99
H 2.87 7.04 2.41
H 5.26 6.98 2.39
H -5.11 6.24 3.19
H -2.17 -0.81 -5.45
H -0.20 4.32 4.39
H -2.50 1.46 3.81
H -2.32 5.22 5.22
H 4.79 3.25 2.07
H -1.14 -4.48 -7.24
H 0.70 5.94 2.32
H -1.96 4.21 -2.98
H -3.71 -4.73 -3.04
H -4.77 2.20 4.41
H 6.04 5.51 2.96
H -1.63 -0.96 3.75
H -3.10 -5.99 -7.09
H -4.15 -2.18 -1.33
H -3.58 -1.89 -5.19
H -6.27 0.57 0.74
H 3.90 -1.04 3.36
H 4.37 1.66 3.58
H -2.20 5.59 -0.59
H -3.73 -0.14 -4.92
H -6.67 1.76 2.88
H -2.18 -2.12 2.49
H 5.85 5.80 1.24
H -0.44 -1.79 2.72
H -3.97 -0.21 0.16
*
```

Löwdin atomic charge list, values in e, 2 entries: atom 1 (Cs): 0.970, atom 2 (As): 1.092



C43H39BrCl2FeN2O2SSi | ωB97M-V/def2-TZVPD

Values from the calculation:
Total energy ... -200492.14546 eV

ORCA input file:
```
! RIJCOSX wB97M-V def2-TZVPD def2/J DEFGRID3
* xyz -1 6
Br 0.50 -2.64 1.70
Fe -0.20 0.11 -0.17
Cl 1.50 2.63 6.34
Cl -3.05 1.17 3.87
S 2.35 0.07 -1.78
Si -3.08 -1.73 -1.13
O -1.91 -0.71 -0.88
O -1.23 0.54 1.60
N 1.41 0.80 1.51
N 0.54 -2.09 -0.99
C -1.32 1.35 3.82
C -4.53 0.49 -2.20
C 3.49 1.30 2.56
C 2.87 1.67 3.72
C -1.56 -5.38 -2.53
C -2.01 -4.36 -1.70
C 1.59 -3.36 -2.72
C 0.77 1.14 2.66
C -0.66 0.98 2.64
C 1.93 -3.48 -4.18
C -4.03 -2.26 2.88
C -6.66 0.41 -3.31
C 0.99 -2.95 -0.11
C 1.47 1.61 3.80
C -4.88 -4.21 1.75
C 3.20 2.19 -3.34
C -1.17 3.70 -2.85
C -6.69 -0.97 -3.12
C -4.41 -3.70 0.54
C -2.58 -3.20 -2.23
C 2.06 -4.25 -1.77
C -0.87 1.24 -3.33
C -5.63 -1.61 -2.49
C 0.71 1.97 4.94
C -3.56 -1.77 1.67
C -0.66 1.84 4.94
C -0.38 2.43 -2.50
C -2.69 -3.10 -3.62
C 0.81 -2.31 -2.28
C 3.52 1.21 -2.40
C -5.57 1.14 -2.85
C -2.25 -4.12 -4.46
C -3.75 -2.47 0.48
C 5.83 1.96 -2.52
C 1.75 -4.06 -0.43
C 5.49 2.93 -3.45
C 4.16 3.04 -3.86
C -4.69 -3.48 2.92
C 2.72 0.88 1.47
C -4.53 -0.90 -2.02
C 4.86 1.12 -2.00
C -0.46 2.18 -1.01
C -1.68 -5.27 -3.91
H -3.14 -2.22 -4.06
H 2.72 -2.76 -4.43
H -1.22 2.11 5.82
H 3.19 0.59 0.53
H 2.09 -4.74 0.34
H -3.69 1.06 -1.82
H -1.48 2.22 -0.62
H 3.44 2.00 4.58
H -1.33 -6.07 -4.55
H -5.05 -3.88 3.87
H -5.54 2.21 -3.00
H 0.66 2.61 -2.75
H -0.13 0.44 -3.29
H 2.28 -4.48 -4.43
H -5.38 -5.16 1.78
H -4.55 -4.28 -0.36
H 2.17 2.27 -3.68
H -3.88 -1.70 3.79
H 1.06 -3.25 -4.80
H -7.54 -1.55 -3.47
H -1.04 3.95 -3.91
H 6.86 1.87 -2.19
H -1.80 0.84 -2.92
H -0.84 4.55 -2.25
H 4.57 1.33 2.47
H 0.22 2.80 -0.43
H -7.49 0.91 -3.80
H 5.13 0.35 -1.28
H -1.12 -6.27 -2.10
H 3.88 3.80 -4.58
H -1.04 1.53 -4.37
H -5.67 -2.69 -2.37
H -2.24 3.55 -2.67
H 6.25 3.59 -3.87
H 0.38 -1.60 -2.98
H -3.01 -0.83 1.65
H -1.92 -4.47 -0.63
H 2.66 -5.10 -2.07
H -2.35 -4.03 -5.53
*
```

Löwdin atomic charge list, values in e, 2 entries: atom 1 (Br): 0.807, atom 2 (Fe): 0.858